(1)
Below is an isolated molecule of C4H9NO, with properties calculated with ωB97M-V with the def2-TZVPD basis set.

Properties
ΔE to the lowest compared entry with this formula, charge and spin = 23.4 kJ/mol
LUMO energy = 0.91 eV
E_HOMO = -9.57 eV
E_tot = -7832.078 eV
Multiplicity = 1
Structure (SMILES) = CCNC(C)=O

Cartesian coordinates (Å):
1 C -2.3236 0.5589 0.0421
2 C -1.1765 -0.3322 -0.4061
3 N 0.1227 0.1946 -0.0315
4 C 1.1603 -0.6500 0.2498
5 C 2.5345 -0.0110 0.2396
6 O 0.9986 -1.8333 0.4980
7 H -3.2723 0.1472 -0.3166
8 H -2.2296 1.5739 -0.3632
9 H -2.3643 0.6276 1.1330
10 H -1.2436 -1.3224 0.0484
11 H -1.2085 -0.4729 -1.4957
12 H 0.3476 1.1314 -0.3304
13 H 2.5713 0.9068 -0.3557
14 H 3.2363 -0.7379 -0.1737
15 H 2.8472 0.2194 1.2618

Here are the Mulliken charges for atoms 1 to 2, given in e:
1. C -1.12
2. C -0.35

=====

(2)
Below is an isolated molecule of C4H9NO, with properties calculated with ωB97M-V with the def2-TZVPD basis set.

Properties
ΔE to the lowest compared entry with this formula, charge and spin = 175.6 kJ/mol
LUMO energy = 1.06 eV
E_HOMO = -10.03 eV
E_tot = -7830.500 eV
Multiplicity = 1
Structure (SMILES) = CC/N=C/CO

Cartesian coordinates (Å):
1 C -1.7833 0.7205 -0.0586
2 C -0.9308 0.2679 -1.2513
3 N 0.4015 0.2521 -0.6874
4 C 0.8263 -0.8264 -0.1859
5 C 1.7638 -0.6995 0.9836
6 O 2.1096 0.6312 1.2135
7 H -1.8436 -0.0898 0.6785
8 H -1.2720 1.5555 0.4331
9 H -2.7925 1.0320 -0.3332
10 H -1.2546 -0.7217 -1.6127
11 H -0.9885 0.9822 -2.0768
12 H 0.3893 -1.8112 -0.4104
13 H 2.6581 -1.3272 0.9141
14 H 1.1511 -1.1040 1.8135
15 H 1.5657 1.1385 0.5800

Here are the Mulliken charges for atoms 1 to 2, given in e:
1. C -0.99
2. C -0.42

=====

(3)
Below is an isolated molecule of C4H9NO, with properties calculated with ωB97M-V with the def2-TZVPD basis set.

Properties
ΔE to the lowest compared entry with this formula, charge and spin = 312.6 kJ/mol
LUMO energy = 1.02 eV
E_HOMO = -9.54 eV
E_tot = -7829.081 eV
Multiplicity = 1
Structure (SMILES) = CC[C@@]1(C)NO1

Cartesian coordinates (Å):
1 C 1.5703 0.9025 0.2506
2 C 0.4551 0.6736 -0.7788
3 C -0.7273 -0.0676 -0.2000
4 C -0.5898 -1.5561 -0.0029
5 N -1.5330 0.7235 0.8552
6 O -1.9882 0.4370 -0.4774
7 H 1.6448 1.9531 0.5151
8 H 2.5305 0.5826 -0.1442
9 H 1.3755 0.3491 1.1647
10 H 0.8267 0.0873 -1.6205
11 H 0.0990 1.6245 -1.1742
12 H -0.0191 -1.9853 -0.8228
13 H -1.5696 -2.0307 0.0201
14 H -0.0668 -1.7680 0.9271
15 H -2.0081 0.0747 1.4880

Here are the Mulliken charges for atoms 1 to 2, given in e:
1. C -1.07
2. C -0.66

=====

(4)
Below is a cluster of 2 separate species, C4H9NO in total, with properties calculated with ωB97M-V with the def2-TZVPD basis set.

Properties
ΔE to the lowest compared entry with this formula, charge and spin = 431.1 kJ/mol
LUMO energy (spin up / spin down) = 0.52 / 0.52 eV
E_HOMO (spin up / spin down) = -7.19 / -7.20 eV
E_tot = -7827.851 eV
Multiplicity = 1

Cartesian coordinates (Å):
1 C 0.4803 0.0873 1.8291
2 C 0.3816 0.1948 0.3281
3 C 1.1352 -0.7919 -1.6507
4 C -0.8275 -0.0571 -0.3540
5 O -0.7744 -0.3277 -1.5970
6 N -2.0396 -0.0887 0.2576
7 H -0.0430 -0.8025 2.1996
8 H 0.0731 0.9606 2.3691
9 H 1.5276 -0.0023 2.1404
10 H 0.9145 1.0376 -0.1102
11 H 0.9704 -0.6489 -2.7156
12 H 2.0679 -0.3393 -1.3285
13 H 1.0195 -1.8163 -1.3183
14 H -2.1886 0.4310 1.1079
15 H -2.8478 -0.3162 -0.3001

Here are the Mulliken charges for atoms 1 to 2, given in e:
1. C -1.41
2. C -0.21

=====

(5)
Below is a structure of composition C4H9NO, with properties calculated with ωB97M-V with the def2-TZVPD basis set.

Properties
ΔE to the lowest compared entry with this formula, charge and spin = 569.3 kJ/mol
LUMO energy = 1.10 eV
E_HOMO = -8.68 eV
E_tot = -7826.419 eV
Multiplicity = 1

Cartesian coordinates (Å):
1 O -2.4213 -0.2666 -0.4882
2 C -1.4221 -0.4199 1.0470
3 C -0.3358 0.5589 0.7719
4 N 0.2676 0.3006 -0.5420
5 C 1.6553 0.7078 -0.7226
6 C 1.2966 -0.7320 -0.5980
7 H -1.6682 -0.0002 -1.0733
8 H -1.9009 -1.2640 0.0714
9 H -2.1379 -0.0514 1.7897
10 H -0.6761 1.6075 0.7645
11 H 0.3830 0.4467 1.6093
12 H 1.9086 1.1360 -1.6929
13 H 2.1571 1.1733 0.1292
14 H 1.5483 -1.2433 0.3333
15 H 1.2803 -1.3710 -1.4812

Here are the Mulliken charges for atoms 1 to 2, given in e:
1. O -0.59
2. C -0.63

=====

(6)
Below is an isolated molecule of C4H9NO, with properties calculated with ωB97M-V with the def2-TZVPD basis set.

Properties
ΔE to the lowest compared entry with this formula, charge and spin = 166.2 kJ/mol
LUMO energy = 1.04 eV
E_HOMO = -8.88 eV
E_tot = -7830.598 eV
Multiplicity = 1
Structure (SMILES) = CNCCC=O

Cartesian coordinates (Å):
1 C 2.1524 0.2175 1.0174
2 N 0.9690 -0.5020 0.5271
3 C -0.0983 0.3309 0.0004
4 C -1.1071 -0.5707 -0.7198
5 C -2.3851 0.1768 -0.9158
6 O -3.3285 0.0245 -0.1747
7 H 2.7805 -0.5350 1.4780
8 H 2.6657 0.7140 0.1933
9 H 1.8529 0.8911 1.8163
10 H 1.2744 -1.2662 -0.0444
11 H -0.5499 0.8336 0.8600
12 H 0.3159 1.1478 -0.6160
13 H -1.2897 -1.4059 -0.0456
14 H -0.7472 -0.9806 -1.6653
15 H -2.5050 0.9242 -1.7109

Here are the Mulliken charges for atoms 1 to 2, given in e:
1. C -0.95
2. N -0.35

=====

(7)
Below is an isolated molecule of C4H9NO, with properties calculated with ωB97M-V with the def2-TZVPD basis set.

Properties
ΔE to the lowest compared entry with this formula, charge and spin = 188.2 kJ/mol
LUMO energy = 1.03 eV
E_HOMO = -9.03 eV
E_tot = -7830.370 eV
Multiplicity = 1
Structure (SMILES) = CCNCC=O

Cartesian coordinates (Å):
1 C -1.8906 0.3015 -0.0762
2 C -0.9211 -0.5151 -0.8912
3 N 0.4597 -0.0352 -0.8732
4 C 1.3729 -0.5433 0.1502
5 C 1.8781 0.5869 1.0373
6 O 1.2865 1.5813 1.3366
7 H -1.2988 0.6974 0.7599
8 H -2.7986 -0.1322 0.3508
9 H -2.3635 1.1794 -0.5416
10 H -1.1559 -0.6679 -1.9443
11 H -1.0204 -1.5168 -0.4458
12 H 0.4107 0.9639 -0.7717
13 H 0.8562 -1.2815 0.7689
14 H 2.2658 -1.0195 -0.2627
15 H 2.9191 0.4011 1.4027

Here are the Mulliken charges for atoms 1 to 2, given in e:
1. C -0.96
2. C -0.46

=====

(8)
Below is an isolated molecule of C4H9NO, with properties calculated with ωB97M-V with the def2-TZVPD basis set.

Properties
ΔE to the lowest compared entry with this formula, charge and spin = 88.4 kJ/mol
LUMO energy = 1.06 eV
E_HOMO = -9.89 eV
E_tot = -7831.404 eV
Multiplicity = 1
Structure (SMILES) = [H]/N=C(\C)OCC

Cartesian coordinates (Å):
1 H 1.5605 1.3910 -1.3962
2 N 1.2796 0.6795 -0.7348
3 C 0.1500 0.9654 -0.2181
4 C -0.6996 2.1683 -0.5462
5 O -0.3900 0.1626 0.7186
6 C 0.3811 -1.0134 1.0461
7 C -0.0380 -2.1856 0.1787
8 H -0.2003 2.7538 -1.3230
9 H -0.8491 2.8075 0.3294
10 H -1.6872 1.8736 -0.9142
11 H 0.1826 -1.2022 2.1022
12 H 1.4453 -0.8014 0.9139
13 H 0.4601 -3.1057 0.5047
14 H 0.2349 -1.9980 -0.8633
15 H -1.1188 -2.3414 0.2416

Here are the Mulliken charges for atoms 1 to 2, given in e:
1. H 0.21
2. N -0.71

=====

Please write out number 4 again, unchanged.
Below is a cluster of 2 separate species, C4H9NO in total, with properties calculated with ωB97M-V with the def2-TZVPD basis set.

Properties
ΔE to the lowest compared entry with this formula, charge and spin = 431.1 kJ/mol
LUMO energy (spin up / spin down) = 0.52 / 0.52 eV
E_HOMO (spin up / spin down) = -7.19 / -7.20 eV
E_tot = -7827.851 eV
Multiplicity = 1

Cartesian coordinates (Å):
1 C 0.4803 0.0873 1.8291
2 C 0.3816 0.1948 0.3281
3 C 1.1352 -0.7919 -1.6507
4 C -0.8275 -0.0571 -0.3540
5 O -0.7744 -0.3277 -1.5970
6 N -2.0396 -0.0887 0.2576
7 H -0.0430 -0.8025 2.1996
8 H 0.0731 0.9606 2.3691
9 H 1.5276 -0.0023 2.1404
10 H 0.9145 1.0376 -0.1102
11 H 0.9704 -0.6489 -2.7156
12 H 2.0679 -0.3393 -1.3285
13 H 1.0195 -1.8163 -1.3183
14 H -2.1886 0.4310 1.1079
15 H -2.8478 -0.3162 -0.3001

Here are the Mulliken charges for atoms 1 to 2, given in e:
1. C -1.41
2. C -0.21

=====

The lowest ΔE to the lowest compared entry with this formula, charge and spin belongs to which entry? number 1